(1)
The following is a quantum chemistry calculation of a single C5H3NO molecule, from the Open Molecules 2025 dataset.

Summary:
spin multiplicity = 3
orbital gap (spin up / spin down) = 7.784 / 7.166 eV
energy relative to the best compared isomer or geometry (same formula, charge and spin) = 58.31 kJ/mol
LUMO (spin up / spin down) = 0.8 / -1.8 eV

Last column: natural (NBO) charge in e.
CARTESIAN COORDINATES (ANGSTROEM)
O1 0.662 -3.468 -0.192  -0.42
N1 0.832 -0.204 0.395  -0.52
C1 0.185 0.522 -0.336  0.47
C2 0.477 -2.089 1.836  -0.64
C3 0.396 -2.851 0.755  0.69
C4 0.593 -0.705 1.754  0.30
C5 -0.339 1.505 -1.045  -0.65
H1 0.131 -2.417 2.814  0.28
H2 -0.125 2.474 -0.602  0.25
H3 -0.926 1.474 -1.992  0.26

(2)
The following is a quantum chemistry calculation of a single C5H3NO molecule, from the Open Molecules 2025 dataset.

Summary:
spin multiplicity = 3
orbital gap (spin up / spin down) = 7.326 / 7.886 eV
energy relative to the best compared isomer or geometry (same formula, charge and spin) = 176.84 kJ/mol
LUMO (spin up / spin down) = 0.7 / -3.0 eV

Last column: natural (NBO) charge in e.
CARTESIAN COORDINATES (ANGSTROEM)
O1 -1.187 -2.347 0.140  -0.20
N1 -2.160 1.774 0.026  -0.29
C1 -1.408 0.930 0.013  0.26
C2 1.073 0.578 -0.629  -0.17
C3 1.011 0.477 0.649  -0.13
C4 -0.364 -1.442 -0.015  -0.01
C5 -0.261 0.112 -0.029  -0.23
H1 1.317 0.696 1.768  0.27
H2 0.701 -1.668 -0.338  0.25
H3 1.278 0.890 -1.586  0.25

(3)
The following is a quantum chemistry calculation of a single C5H3NO2 molecule, from the Open Molecules 2025 dataset.

Summary:
spin multiplicity = 1
orbital gap = 7.660 eV
structure (SMILES) = O=C1C=CN=CC1=O
energy relative to the best compared isomer or geometry (same formula, charge and spin) = 321.94 kJ/mol
LUMO = -1.9 eV

Last column: natural (NBO) charge in e.
CARTESIAN COORDINATES (ANGSTROEM)
O1 -1.092 1.805 -0.225  -0.44
O2 -2.117 -0.793 0.283  -0.45
N1 2.047 0.162 0.100  -0.40
C1 1.366 -1.041 -0.193  0.04
C2 1.231 0.998 0.236  0.12
C3 -0.339 0.844 -0.056  0.38
C4 -1.007 -0.575 -0.054  0.46
C5 0.109 -1.396 -0.218  -0.36
H1 -0.473 -2.426 -0.001  0.25
H2 1.526 2.134 0.403  0.19
H3 2.126 -1.912 0.148  0.22

Number 1: strongest force on any atom 4.3 eV Å⁻¹. Number 2: strongest force on any atom 4.4 eV Å⁻¹. Number 3: strongest force on any atom 11.5 eV Å⁻¹.